# 1
{"formula": "C5H15N4", "method": "ωB97M-V/def2-TZVPD", "multiplicity": 3, "de_lowest_kcal_mol": 13.45, "total_charge": 1, "s2": 2.00, "gap_ev": [8.1, 7.3], "fmax_ev_per_a": 4.8, "homo_energy_ev": [-10.5, -12.9], "symbols": ["C", "C", "C", "C", "C", "N", "N", "N", "N", "H", "H", "H", "H", "H", "H", "H", "H", "H", "H", "H", "H", "H", "H", "H"], "xyz": [[-1.04953, 0.49953, -0.50830], [1.30786, 0.25299, -0.26848], [-2.46772, 0.28414, 0.13747], [0.09334, -1.73166, -0.65525], [-0.03403, -0.62129, 1.55786], [-0.42566, 1.76951, 0.09178], [1.03830, 1.55331, 0.25247], [2.58565, -0.21354, -0.06253], [0.10077, -0.45325, 0.01252], [-1.06426, 0.54832, -1.56742], [0.82929, 0.21319, -2.27551], [-3.21666, 0.57809, -0.51110], [-2.42980, 0.83585, 1.09820], [-2.60581, -0.77743, 0.40209], [0.38388, -1.40297, -1.72435], [0.84140, -2.41408, -0.33968], [-0.78831, -2.21604, -0.63503], [0.91019, -0.93205, 2.06222], [-0.14989, 0.48028, 1.95121], [-0.97066, -1.03644, 1.76358], [-0.63291, 2.61645, -0.51969], [1.55631, 2.41982, -0.02518], [3.13748, 0.52662, 0.52177], [3.05076, -0.77933, -0.75864]]}

***

# 2
{"formula": "C5H15N5O10", "method": "ωB97M-V/def2-TZVPD", "de_lowest_kcal_mol": 12.94, "smiles": "C[N+](=O)[O-].C[N+](=O)[O-].C[N+](=O)[O-].C[N+](=O)[O-].C[N+](=O)[O-]", "gap_ev": 10.6, "fmax_ev_per_a": 1.7, "homo_energy_ev": -10.8, "symbols": ["C", "N", "O", "O", "H", "H", "H", "C", "N", "O", "O", "H", "H", "H", "C", "N", "O", "O", "H", "H", "H", "C", "N", "O", "O", "H", "H", "H", "C", "N", "O", "O", "H", "H", "H"], "xyz": [[4.01262, 6.04908, 0.84666], [3.51129, 5.85275, 2.23722], [3.07259, 6.81683, 2.82039], [3.50329, 4.71763, 2.66122], [4.96851, 6.56377, 0.88591], [3.27991, 6.66777, 0.33519], [4.09657, 5.10063, 0.33161], [4.52098, 11.98730, 5.25771], [5.31660, 13.20613, 4.87325], [5.08866, 13.66824, 3.78236], [6.16207, 13.59305, 5.64067], [3.50552, 12.19850, 4.93672], [4.53501, 11.86363, 6.33280], [4.99825, 11.18952, 4.70377], [3.24919, 4.69733, 10.98325], [3.79433, 3.40849, 11.46244], [3.69490, 2.44502, 10.73957], [4.29746, 3.40676, 12.57081], [3.39495, 4.76572, 9.91180], [3.84350, 5.51352, 11.40161], [2.26926, 4.94341, 11.38412], [7.41119, 4.64847, 7.58997], [6.22313, 4.40696, 8.52344], [5.76805, 3.29768, 8.61350], [5.78563, 5.41304, 9.03933], [8.19158, 4.92849, 8.29520], [7.11428, 5.53573, 7.04399], [7.61415, 3.72618, 7.06605], [2.97879, 7.10512, 6.71126], [4.16095, 8.00575, 6.59607], [5.22589, 7.64003, 7.02023], [3.97074, 9.07667, 6.06061], [3.14107, 6.39964, 7.51745], [2.87370, 6.74532, 5.68869], [2.12780, 7.71495, 7.00038]]}

***

# 3
{"formula": "C5H15NO", "method": "ωB97M-V/def2-TZVPD", "de_lowest_kcal_mol": 24.93, "smiles": "CC(C)N(C)C.O", "gap_ev": 8.9, "fmax_ev_per_a": 1.7, "homo_energy_ev": -8.1, "symbols": ["C", "C", "C", "N", "C", "C", "H", "H", "H", "H", "H", "H", "H", "H", "H", "H", "H", "H", "H", "O", "H", "H"], "xyz": [[-0.39806, 1.36927, 0.25318], [-0.37697, 0.52274, -1.02886], [0.21496, 1.30596, -2.20426], [0.35179, -0.73788, -0.87426], [-0.40069, -1.86324, -0.36321], [1.65231, -0.63153, -0.28705], [-1.33743, 1.90796, 0.30469], [0.45594, 2.03076, 0.32955], [-0.39570, 0.66785, 1.10024], [-1.40248, 0.26986, -1.32924], [-0.38954, 2.19626, -2.36114], [1.20800, 1.67644, -1.93782], [0.33656, 0.62529, -3.04222], [-1.26955, -2.05016, -0.99823], [0.24220, -2.72872, -0.33586], [-0.81429, -1.73130, 0.64445], [2.15882, -1.59432, -0.41025], [1.60684, -0.53481, 0.81672], [2.27910, 0.14204, -0.68584], [-1.12748, -0.65763, 4.16344], [-1.08907, -0.06778, 3.38187], [-1.50526, -0.11706, 4.86411]]}

***

# 4
{"formula": "C5H15NO", "method": "ωB97M-V/def2-TZVPD", "de_lowest_kcal_mol": 29.95, "smiles": "CCCCCN.O", "gap_ev": 10.3, "fmax_ev_per_a": 2.9, "homo_energy_ev": -9.3, "symbols": ["C", "C", "C", "C", "C", "N", "H", "H", "H", "H", "H", "H", "H", "H", "H", "H", "H", "H", "H", "O", "H", "H"], "xyz": [[-0.46736, -2.87783, 1.25886], [0.08351, -1.88419, 0.21680], [0.37533, -0.49532, 0.85890], [-0.94118, 0.42054, 0.77717], [-0.78247, 1.36278, -0.39512], [0.15630, 2.48695, -0.27508], [-0.60759, -3.89859, 0.88797], [0.19389, -2.97947, 2.11615], [-1.49296, -2.56597, 1.47375], [-0.63538, -1.60754, -0.55220], [0.98600, -2.28521, -0.23818], [0.85076, -0.34146, 1.82745], [1.05869, -0.03133, 0.12889], [-1.87005, -0.12265, 0.62717], [-0.87815, 0.97728, 1.71879], [-0.56617, 0.84305, -1.33359], [-1.69572, 1.94356, -0.37323], [1.04257, 2.38193, 0.18724], [-0.23725, 3.37773, -0.02350], [1.78187, 1.48151, -3.23771], [1.21807, 1.60868, -2.46782], [2.42730, 2.20558, -3.18273]]}

***

# 5
{"formula": "C5H15NO", "method": "ωB97M-V/def2-TZVPD", "de_lowest_kcal_mol": 25.45, "smiles": "CCNC(C)C.O", "gap_ev": 10.0, "fmax_ev_per_a": 1.4, "homo_energy_ev": -9.1, "symbols": ["C", "C", "N", "C", "C", "C", "H", "H", "H", "H", "H", "H", "H", "H", "H", "H", "H", "H", "H", "O", "H", "H"], "xyz": [[1.29261, 1.10674, -1.75360], [0.18065, 0.05190, -1.73940], [0.06697, -0.64430, -0.41114], [-1.25230, -0.56259, 0.24023], [-1.74215, -1.96344, 0.61503], [-1.21829, 0.49326, 1.35150], [1.86626, 1.03421, -2.67639], [0.85358, 2.10578, -1.74178], [1.94856, 0.94595, -0.91116], [0.41833, -0.76675, -2.42069], [-0.78281, 0.46480, -2.02080], [0.29330, -1.61306, -0.60644], [-2.02856, -0.23020, -0.47111], [-2.52637, -1.94180, 1.36411], [-0.90674, -2.57509, 0.98664], [-1.98140, -2.47668, -0.31822], [-2.16860, 0.37614, 1.88712], [-1.21994, 1.46065, 0.84418], [-0.37748, 0.48772, 2.03155], [2.35850, 1.28043, 1.44746], [2.05823, 0.38159, 1.61927], [1.89736, 1.65366, 0.70813]]}

***

# 6
{"formula": "C5H15NO", "method": "ωB97M-V/def2-TZVPD", "de_lowest_kcal_mol": 64.80, "smiles": "CC(C)N(C)C.O", "gap_ev": 8.6, "fmax_ev_per_a": 4.0, "homo_energy_ev": -8.1, "symbols": ["C", "C", "C", "N", "C", "C", "H", "H", "H", "H", "H", "H", "H", "H", "H", "H", "H", "H", "H", "O", "H", "H"], "xyz": [[0.01992, -0.34286, 1.58892], [-0.69929, -0.81643, 0.21412], [-1.59105, -2.06083, 0.56314], [-1.35888, 0.21033, -0.62024], [-0.81378, 0.25437, -1.94284], [-1.91281, 1.38896, -0.06441], [0.76724, -1.19502, 1.89014], [-0.85733, -0.33204, 2.27145], [0.48296, 0.64896, 1.42340], [0.09835, -1.18374, -0.28851], [-1.24950, -2.38932, 1.57562], [-2.71343, -1.95613, 0.37556], [-1.27242, -2.82080, -0.17931], [0.22104, 0.54051, -2.04230], [-1.18192, -0.54247, -2.67286], [-1.23255, 1.03741, -2.68975], [-2.25185, 2.04515, -0.78893], [-1.30156, 1.98938, 0.64506], [-2.80698, 1.24394, 0.50711], [5.40438, 1.08755, 0.22036], [4.77897, 0.38964, -0.11821], [4.77812, 1.81257, 0.51671]]}